Formula: C31H82FO13
Source: the Open Molecules 2025 dataset
Level of theory: wB97M-V/def2-TZVPD

Results
- relative energy (zero: lowest compared OMol25 entry of this formula, charge and spin) (kcal/mol) = 0.0
- net charge = -1

Geometry (Å):
C 1.798002 -2.379843 1.005224
C 1.925894 -0.878520 0.698934
C 2.727610 -0.547412 -0.567643
C 4.230241 -0.847548 -0.318845
C 2.392204 0.883480 -1.095012
C 2.814179 1.939372 -0.061204
C 2.296346 3.345833 -0.430981
C 0.822671 3.509767 -0.020028
C -0.003686 4.319981 -1.008935
C -1.488789 4.411440 -0.631026
C -2.209556 3.052284 -0.770896
C -3.521529 2.981746 0.059002
C -4.711150 3.446060 -0.793809
C -6.090866 3.126298 -0.204246
C -6.290621 1.622666 0.008684
C -7.752389 1.220146 0.314582
C -8.179843 0.011231 -0.526938
O -7.137876 -0.954158 -0.480274
C -6.532933 -1.216561 -1.736067
C 3.167116 1.058230 -2.461875
C 4.511532 1.759098 -2.431587
O 5.575864 1.210652 -2.454603
F 4.554706 3.128352 -2.390380
H 1.277266 -2.487758 1.963654
H 1.221102 -2.858255 0.215847
H 2.768876 -2.865413 1.129364
H 2.408175 -0.381852 1.551888
H 0.923954 -0.436437 0.640607
H 2.389896 -1.258009 -1.339557
H 4.724427 -1.006944 -1.282264
H 4.754085 -0.032293 0.181471
H 4.360644 -1.788674 0.229041
H 3.896631 1.935307 0.188329
H 2.297094 1.667589 0.867885
H 2.329020 3.448750 -1.520362
H 2.924561 4.143272 -0.015356
H 0.769803 3.943904 0.988613
H 0.398203 2.503650 0.058337
H 0.390843 5.343755 -1.081004
H 0.076251 3.902618 -2.019026
H -1.601212 4.741376 0.408693
H -2.013953 5.130460 -1.269037
H -1.536394 2.234724 -0.505179
H -2.475952 2.916422 -1.824498
H -3.667756 1.960615 0.420411
H -3.400077 3.623206 0.936342
H -4.634627 4.533038 -0.912841
H -4.647397 2.984627 -1.782831
H -6.306585 3.692923 0.708865
H -6.843144 3.455110 -0.936744
H -5.648418 1.271057 0.815305
H -6.005252 1.126625 -0.919661
H -7.869848 0.937792 1.364512
H -8.443950 2.051441 0.133599
H -8.438247 0.276845 -1.557591
H -9.074800 -0.439773 -0.076598
H -6.102681 -0.312489 -2.181820
H -5.742633 -1.937943 -1.558534
H -7.260449 -1.611393 -2.459261
H 3.371669 0.090782 -2.919348
H 2.540144 1.637699 -3.154344
C -2.703324 -1.631361 -3.111241
O -4.038335 -2.117383 -3.297240
H -2.747155 -0.798337 -2.415480
H -2.055987 -2.400578 -2.693323
H -2.290425 -1.279217 -4.059977
H -4.018003 -2.847300 -3.920396
C 3.078029 2.280871 3.530101
O 2.309937 1.165011 3.977041
H 2.438226 2.900404 2.907401
H 3.426218 2.873837 4.382979
H 3.931691 1.950066 2.933648
H 2.884233 0.613501 4.513540
C -1.184509 -4.192877 3.512106
O -0.920922 -4.504483 2.147531
H -0.583671 -3.325379 3.776464
H -2.239397 -3.957579 3.657828
H -0.906264 -5.030536 4.159810
H -1.447667 -5.275658 1.915047
C -2.914912 8.549011 -2.067028
O -2.853078 7.165422 -2.385713
H -2.571438 8.663989 -1.042030
H -2.265959 9.134104 -2.724769
H -3.939381 8.925837 -2.141702
H -3.153467 7.058127 -3.292056
C 0.244163 -0.316383 -0.654689
O 0.028380 -1.516884 -1.414397
H -0.554744 0.377664 -0.901634
H 0.214673 -0.523312 0.417374
H 1.198520 0.147123 -0.907765
H 0.736845 -2.127315 -1.196369
C 0.803953 -7.615806 0.976571
O -0.615929 -7.544219 0.825097
H 1.090423 -6.943190 1.777629
H 1.113446 -8.629205 1.239565
H 1.307365 -7.308856 0.055767
H -0.870828 -8.136508 0.113497
C 6.452498 3.879213 1.162321
O 6.595542 2.508852 0.816197
H 6.839343 4.025640 2.170518
H 7.014805 4.500906 0.464036
H 5.396942 4.170469 1.136076
H 6.238159 2.400759 -0.071827
C 9.264857 4.872486 -1.675056
O 7.850056 4.976261 -1.620617
H 9.674376 5.553329 -0.931650
H 9.592442 3.855711 -1.441707
H 9.644127 5.156810 -2.661425
H 7.483594 4.368322 -2.271502
C 3.928419 -6.931756 3.869559
O 3.267548 -7.818864 2.970837
H 3.458162 -5.956864 3.771488
H 3.825949 -7.272909 4.903300
H 4.988119 -6.838355 3.620085
H 3.681373 -8.681975 3.050446
C 1.500634 -5.573047 -2.339551
O 1.869463 -4.831522 -1.190354
H 2.118347 -5.228377 -3.165662
H 1.673067 -6.645877 -2.195883
H 0.448774 -5.412318 -2.596352
H 1.324160 -5.122542 -0.451708
C -4.836817 -5.768723 2.792839
O -4.461449 -5.074652 3.977747
H -4.228202 -5.380152 1.979744
H -4.653448 -6.842381 2.890796
H -5.890149 -5.599509 2.554732
H -4.997732 -5.410460 4.700396

Forces on atoms 1 to 3 (eV/Å):
C 0.033 0.912 0.413
C 4.605 -0.764 3.282
C 1.500 -0.133 0.693

=====

Formula: C31H83BN19O20
Source: the Open Molecules 2025 dataset
Level of theory: wB97M-V/def2-TZVPD

Results
- relative energy (zero: lowest compared OMol25 entry of this formula, charge and spin) (kcal/mol) = 53.2
- net charge = -1

Geometry (Å):
O 2.430730 2.820694 0.626657
C 1.773793 1.853199 0.299904
O 0.498998 1.725638 0.238300
B 0.177170 0.332708 -0.097044
O 1.520148 -0.321635 -0.364162
C 2.452560 0.590077 -0.166797
O 3.651163 0.533982 -0.223596
O -0.723415 0.151561 -1.273968
C -1.745226 -0.605691 -0.997338
O -2.652301 -0.886332 -1.731983
C -1.601736 -0.966234 0.542952
O -0.513803 -0.380222 0.967221
O -2.331619 -1.719247 1.140691
C -3.040454 0.428571 4.362569
C -2.617409 -0.813912 5.147933
C -3.373049 -2.039335 4.625281
O -2.940175 -3.226745 5.228095
C -3.905553 -4.260737 5.326716
N -1.161678 -0.920769 5.127002
H -2.505307 1.338498 4.639230
H -4.096618 0.692286 4.289022
H -2.721101 0.231285 3.333344
H -2.890230 -0.586690 6.182643
H -3.239715 -2.099099 3.537824
H -4.450755 -1.885247 4.746242
H -3.582713 -4.853349 6.179463
H -4.070833 -4.858204 4.426742
H -4.892838 -3.834124 5.533519
H -0.778224 -1.210983 4.235422
H -0.665245 -0.091500 5.413484
C -5.600295 0.759646 1.096881
C -5.729224 0.424061 -0.389470
C -6.987305 -0.479685 -0.582790
O -6.801636 -1.822281 -0.192431
C -5.911053 -2.501264 -1.063501
N -5.881524 1.722214 -1.110196
H -6.107707 1.645520 1.480311
H -4.570911 0.996687 1.389133
H -5.818704 -0.162139 1.640034
H -4.855482 -0.094122 -0.783147
H -7.317801 -0.300813 -1.613978
H -7.828827 -0.072406 -0.017818
H -4.882539 -2.441187 -0.691254
H -5.961852 -2.111626 -2.079914
H -6.105860 -3.559088 -0.886826
H -5.878590 2.475638 -0.434211
H -6.792784 1.855991 -1.538753
C 1.971743 6.837716 2.698450
C 1.847616 5.665551 3.708110
C 0.496292 4.931028 3.579549
O 0.343661 3.742272 4.375551
C 0.247585 2.577616 3.567538
N 2.860698 4.695909 3.358857
H 1.152740 7.554944 2.762540
H 1.810233 6.458555 1.682323
H 2.983000 7.238968 2.703729
H 2.016851 6.106898 4.693087
H 0.285963 4.675323 2.537517
H -0.355051 5.555503 3.872527
H 1.154034 2.309473 3.016742
H -0.576376 2.749246 2.872332
H 0.081549 1.678858 4.159887
H 2.535978 3.774495 3.617728
H 3.110439 4.681823 2.380332
C 2.008313 -5.255222 -0.479921
C 1.553092 -4.484028 0.753368
C 2.703356 -3.742668 1.464557
O 3.869059 -4.470429 1.788194
C 3.803568 -5.285895 2.963263
N 0.475881 -3.519480 0.514730
H 2.843237 -5.898213 -0.204157
H 2.297516 -4.589351 -1.293619
H 1.185443 -5.907469 -0.778119
H 1.131134 -5.241778 1.419686
H 2.340823 -3.232766 2.365968
H 2.989373 -2.889255 0.841124
H 4.643581 -4.907129 3.554502
H 4.031901 -6.344337 2.841085
H 2.904764 -5.111342 3.555852
H 0.954214 -2.684349 0.176822
H 0.002679 -3.186796 1.345175
C 1.777086 -1.098929 -4.994755
C 1.550480 -1.997948 -6.219034
C 0.086584 -2.220468 -6.539574
O -0.626599 -2.616144 -5.367183
C -1.416861 -1.616322 -4.799953
N 2.463745 -1.664837 -7.319723
H 1.560133 -1.516092 -4.011954
H 1.414480 -0.079360 -5.101620
H 2.871057 -1.083344 -4.944499
H 1.930349 -2.970709 -5.877487
H -0.092564 -2.863059 -7.408020
H -0.422865 -1.324385 -6.919525
H -2.176527 -1.352612 -5.555191
H -0.922276 -0.677270 -4.543088
H -1.997378 -2.147803 -4.049065
H 2.127855 -2.194494 -8.118602
H 3.360972 -2.058938 -7.069181
C 1.890816 2.259071 -3.667341
O 3.086513 2.242830 -3.972443
N 1.052920 3.309440 -3.905883
N 1.329734 1.303235 -2.904379
H 0.112973 3.278237 -3.526882
H 1.270152 4.078341 -4.509810
H 0.335401 1.290848 -2.735007
H 1.949047 0.586729 -2.566736
C 5.487262 0.216933 -3.476375
O 6.018120 -0.852832 -3.175771
N 5.135857 0.489628 -4.775103
N 5.201783 1.241562 -2.663076
H 4.295591 1.021726 -4.949467
H 5.412242 -0.171571 -5.478144
H 4.569054 1.983379 -2.924593
H 5.282548 1.099375 -1.669364
C 1.690885 5.752328 -1.740857
O 0.644327 5.996354 -1.121178
N 2.080952 6.413147 -2.861485
N 2.781567 5.170544 -1.177447
H 1.378023 7.012742 -3.259227
H 3.046094 6.356129 -3.108008
H 2.751066 4.714239 -0.276238
H 3.679771 5.089377 -1.623308
C -2.050624 3.101120 -1.844280
O -1.642440 2.787184 -2.957151
N -2.997190 2.466676 -1.081493
N -1.492534 4.120515 -1.105112
H -3.467437 1.683177 -1.504890
H -3.055182 2.764765 -0.130111
H -0.641696 4.527231 -1.483396
H -2.128772 4.689702 -0.578352
C -0.297504 -4.767343 4.009192
O 0.349743 -5.773202 4.360748
N -1.058889 -4.818100 2.914812
N -0.226331 -3.592551 4.653971
H -1.279891 -5.733562 2.566647
H -1.528036 -4.000269 2.559509
H -0.951760 -2.897217 4.705378
H 0.434696 -3.419494 5.391010
C -2.801610 -4.950375 -0.968839
O -3.975243 -5.007464 -1.337509
N -1.875440 -4.082011 -1.386947
N -2.287739 -5.959352 -0.191199
H -2.166473 -3.441925 -2.107133
H -0.974818 -3.985182 -0.932738
H -1.291351 -5.924971 -0.055952
H -2.856869 -6.698910 0.169346
C 5.869150 3.984779 0.131473
O 5.524281 3.985576 -1.049512
N 6.748202 4.870949 0.643557
N 5.395793 3.114288 1.060265
H 6.862704 4.993715 1.630599
H 7.064980 5.582646 0.007107
H 4.466552 2.762180 0.875129
H 5.683998 3.261084 2.009695

Forces on atoms 1 to 3 (eV/Å):
O -0.901 -0.148 0.234
C 2.012 1.306 -0.250
O -1.728 -0.238 0.181

=====

Formula: C31H83N6O29P8S
Source: the Open Molecules 2025 dataset
Level of theory: wB97M-V/def2-TZVPD

Results
- relative energy (zero: lowest compared OMol25 entry of this formula, charge and spin) (kcal/mol) = 0.0
- net charge = +1

Geometry (Å):
C 8.238933 -3.915600 3.389784
C 7.140687 -3.788013 2.584281
C 5.976672 -2.852319 2.637481
N 6.357221 -1.843642 1.560392
C 4.576154 -3.507521 2.409231
C 4.412426 -4.223660 1.017118
N 4.943342 -3.682435 -0.200807
C 4.178207 -4.661809 3.366382
C 5.220965 -5.729318 3.613567
O 6.090612 -5.668310 4.435450
O 5.091065 -6.874141 2.853556
C 3.697900 -2.224442 2.646629
N 3.284373 -1.697365 1.325424
P 1.967650 -2.806007 3.371029
N 0.930394 -1.477134 3.188104
O 1.404500 -3.924514 2.312940
N 4.446785 -1.174820 3.488270
C 3.711162 -0.896490 4.758819
C 4.662266 0.149751 2.809839
C 3.663929 1.262654 2.959333
O 2.344084 0.906221 2.580400
C 1.367522 1.545852 3.270725
O 1.327310 2.731835 3.411449
C 5.724959 -1.929941 3.841478
N 5.639398 -2.751736 4.985762
P 7.329658 -0.895122 4.273651
S 8.361777 -1.574960 5.769747
H 9.051338 -3.210306 3.423053
H 8.341013 -4.801905 4.005314
H 7.058806 -4.512524 1.775999
H 7.065140 -2.225479 0.956412
H 5.571439 -1.612602 0.960039
H 3.342392 -4.314657 0.876609
H 4.764330 -5.242531 1.084115
H 5.934330 -3.570668 -0.244489
H 4.434081 -2.926519 -0.614820
H 3.323746 -5.193452 2.971385
H 3.914382 -4.314722 4.351879
H 4.377156 -7.385180 3.248882
H 2.757104 -0.835245 1.428535
H 2.645471 -2.337311 0.873577
H 0.056214 -1.708038 3.644006
H 0.747460 -1.283085 2.206022
H 0.796087 -3.536912 1.672363
H 3.577280 -1.767787 5.373521
H 4.308917 -0.195603 5.329915
H 2.734687 -0.465377 4.618260
H 4.854689 0.024720 1.760137
H 5.576309 0.620206 3.137915
H 4.013217 2.081708 2.339197
H 3.657756 1.691025 3.955033
H 0.588841 0.891763 3.656107
H 6.268268 -3.539117 4.997367
H 5.517559 -2.296495 5.872155
H 8.135122 -0.775646 3.140991
H 6.947089 0.416651 4.615188
C 0.001746 3.701807 5.947297
O -0.691286 3.574770 7.189994
P 0.243771 3.251797 8.471807
O 1.601673 3.726153 8.185857
O 0.094394 1.624448 8.312710
C -1.212777 1.056202 8.126894
O 0.178628 3.233518 10.099313
C -1.076870 2.989790 10.782989
H -0.752891 3.701925 5.162946
H 0.543874 4.642467 5.903837
H 0.679686 2.866329 5.802743
H -1.370875 0.836661 7.070671
H -2.006367 1.723301 8.463455
H -1.267860 0.132325 8.700084
H -1.261913 1.916654 10.847074
H -1.912641 3.477678 10.283473
H -0.990753 3.394487 11.786596
C -0.172997 1.431351 -4.672096
O 0.162304 1.941634 -3.360655
P 1.650413 1.541598 -2.862928
O 2.451025 1.274772 -4.061248
O 1.174970 0.185797 -2.071242
C 0.064516 0.272857 -1.159390
O 2.838595 1.921871 -1.785001
C 2.616567 2.440398 -0.460730
H -1.237717 1.586894 -4.837416
H 0.366853 1.991688 -5.428584
H 0.057451 0.371945 -4.745183
H -0.838470 -0.096686 -1.642514
H -0.117851 1.293342 -0.819659
H 0.285551 -0.346015 -0.287899
H 2.415990 1.617485 0.228110
H 1.793422 3.154687 -0.429703
H 3.528145 2.948017 -0.150097
C -6.592131 0.302611 -4.813034
O -6.105162 -0.592505 -5.803907
P -4.529050 -0.410173 -6.245032
O -3.900298 0.255149 -5.082968
O -5.009796 0.645027 -7.397955
C -6.000675 0.231809 -8.365296
O -3.174083 -0.767192 -7.123933
C -3.273468 -1.607757 -8.304319
H -7.674749 0.179274 -4.798477
H -6.195980 0.050662 -3.836331
H -6.341249 1.331162 -5.068981
H -6.977031 0.621559 -8.079786
H -6.064761 -0.852951 -8.444118
H -5.721426 0.629971 -9.336127
H -3.577542 -1.010748 -9.164668
H -3.979566 -2.425055 -8.161312
H -2.290037 -2.029556 -8.493954
C -2.902970 6.610731 -0.040386
O -1.660824 5.970161 0.263148
P -0.870036 6.482021 1.622571
O -2.039563 6.979237 2.387909
O -0.084747 7.676997 0.846965
C 0.774926 7.357924 -0.264141
O 0.100953 6.340817 2.941363
C 1.364368 5.651320 2.791197
H -3.159952 6.299895 -1.052873
H -3.685455 6.285535 0.638154
H -2.795563 7.692328 -0.001411
H 0.250518 7.551689 -1.198185
H 1.094440 6.313830 -0.253936
H 1.656337 7.992611 -0.206703
H 2.158494 6.309346 2.430169
H 1.235590 4.803187 2.122425
H 1.632051 5.277510 3.773361
C -8.348301 -2.828037 -11.757267
O -7.136926 -3.580250 -11.623893
P -5.751426 -2.740069 -11.743855
O -6.035730 -1.348973 -11.367447
O -5.671607 -2.966810 -13.360612
C -5.834836 -4.289050 -13.904547
O -4.121678 -2.838276 -11.569234
C -3.449570 -4.117361 -11.682306
H -9.147265 -3.559594 -11.859720
H -8.533318 -2.227177 -10.871466
H -8.310381 -2.196024 -12.642334
H -6.850408 -4.407297 -14.278801
H -5.643986 -5.067785 -13.165476
H -5.131977 -4.407097 -14.726434
H -3.268585 -4.348809 -12.732251
H -4.024430 -4.921132 -11.223695
H -2.495533 -4.037914 -11.168873
C -2.654754 2.431656 1.398760
O -3.599731 1.834501 2.285164
P -3.055502 0.543031 3.099289
O -1.584205 0.634016 3.192000
O -3.552280 -0.536034 1.994569
C -4.896398 -0.440502 1.481963
O -3.444369 -0.382186 4.385615
C -4.836643 -0.564419 4.757859
H -3.194614 3.145759 0.780812
H -1.903692 2.970839 1.971908
H -2.192274 1.683148 0.756194
H -4.882020 0.043523 0.507267
H -5.551240 0.126478 2.143920
H -5.290183 -1.447034 1.380541
H -5.279584 -1.357433 4.154982
H -5.411578 0.352296 4.638554
H -4.865021 -0.856281 5.803178

Forces on atoms 1 to 3 (eV/Å):
C -0.015 0.384 -0.375
C -0.191 -0.731 1.028
C 1.727 2.466 -2.616

=====

Sequential total energy output: -2307.83273, -3801.50055, -6870.15959 Ha
Sequential orbital gap output: 3.70, 8.45, 7.53 eV
Sequential E_LUMO output: 0.0754, 0.0744, -0.0999 hartree